DFT (ωB97M-V with the def2-TZVPD basis set) results for a cluster of 11 separate species, C34H89BF5IN3O15P2 in total at a distorted geometry.

```
150
Properties=species:S:1:pos:R:3
H 8.070 4.081 -0.539
H 0.045 -4.183 -3.011
H 1.813 -0.122 0.160
H 0.480 -1.818 1.437
H 3.253 9.792 -0.497
C -2.971 2.979 4.157
C 1.793 5.192 0.787
H 7.673 5.092 0.861
O -3.498 -5.397 -2.858
C -4.341 2.353 4.007
H 2.290 5.596 -0.101
C -5.714 4.229 -2.130
H -6.121 -5.869 -3.287
H 4.589 -3.406 1.130
O -5.269 4.440 1.618
H -0.043 -6.909 1.265
C -5.535 -1.546 1.150
H -5.020 -1.188 0.251
H -0.185 5.071 1.633
N 1.629 -4.257 -0.231
O -5.383 -2.962 1.239
F -2.672 1.366 -0.753
O -2.161 2.696 3.016
O 5.191 7.030 -0.338
H -7.459 5.851 2.251
H 0.615 -10.424 0.932
H -2.420 -8.448 2.436
C -6.934 6.177 1.353
O 4.107 -2.728 0.641
O 0.772 -3.606 -2.734
C -1.859 -8.021 1.601
H -5.002 6.345 2.297
P 0.437 -3.388 -1.106
H -7.070 5.487 -3.254
H 2.370 -4.631 -0.812
H 0.113 6.555 0.707
P 2.771 1.636 -2.554
H -0.052 0.615 1.082
H -1.380 -6.704 3.759
C 2.332 -0.204 -2.576
C -7.000 -1.152 1.116
B 4.147 0.124 -0.841
C 0.042 -0.798 -1.926
C 4.936 8.434 -0.412
H 4.294 -1.950 -2.596
H 4.469 2.021 0.155
H -5.650 6.334 -2.616
C -5.459 5.846 1.444
H -5.119 3.914 -2.994
H 5.430 8.836 -1.302
O -0.904 -6.310 3.019
H -7.091 7.249 1.226
H -3.743 -5.616 -3.764
H 4.803 6.622 -1.120
C 5.126 -4.112 -1.092
H 1.978 -3.785 0.594
H 3.168 1.182 0.938
H 3.063 -10.269 1.471
H 5.719 0.970 -1.450
F -2.651 -0.776 -1.086
H -5.653 -6.520 -1.724
H -1.873 -0.671 3.001
O 8.244 1.761 0.840
H 1.933 3.447 -3.636
H -5.049 4.306 -1.269
H 3.339 -9.447 -0.076
H -0.145 -0.938 3.238
F -3.009 0.573 -2.638
C 1.350 -10.263 0.146
H -2.612 3.065 2.247
H 6.095 0.290 1.077
I -1.696 -3.140 0.938
C -0.252 -1.492 0.699
H -3.051 4.064 4.273
H -6.984 5.867 -1.544
C 4.678 -2.669 -0.675
C 4.135 1.029 0.448
C 2.965 -0.888 -1.331
O 2.035 3.788 0.851
H 1.410 -9.276 -1.532
C -4.605 -4.717 -2.265
H -7.500 -1.599 0.254
H 2.957 8.312 0.434
H 0.063 -8.081 2.592
H -5.043 -1.115 2.021
F -0.766 1.010 -3.089
H -0.668 -1.488 -2.379
H 2.372 -8.663 1.166
H -7.387 5.654 0.509
H -4.319 -4.463 -1.244
H -2.509 -7.292 1.116
O 1.022 -0.590 -2.930
H -0.158 5.011 -0.124
H -4.936 6.168 0.536
H -6.690 -5.083 -1.804
C -0.590 -7.354 2.096
H -5.806 -3.351 0.466
F -0.192 1.478 -1.102
H 1.197 2.103 -4.090
H 6.206 -4.177 -1.087
N 1.953 -1.052 -0.261
O 0.759 -9.409 -0.835
H 1.644 3.388 0.067
H 6.570 3.807 0.339
H -7.511 -1.512 2.009
C 5.144 0.544 1.525
H -5.666 3.997 0.858
O 5.279 0.119 -1.599
C 7.621 4.080 0.458
H 4.753 -0.258 2.143
C -0.779 -0.179 1.252
H 5.614 -2.124 -0.646
O -6.669 3.213 -1.830
C -0.885 -0.273 2.796
H -1.632 -8.817 0.889
H 2.359 -1.626 0.490
C 2.606 -9.628 0.715
C 0.569 -1.483 -0.664
H 2.985 8.245 -1.322
H 3.060 -2.996 -2.024
H 2.948 -0.583 -3.395
H 5.390 8.889 0.466
H 7.865 3.075 2.349
C -2.315 0.394 -1.555
H 9.381 3.358 1.482
C -0.766 0.536 -1.828
H 4.685 -4.875 -0.456
H 2.247 5.644 1.667
H -2.458 2.578 5.031
C 3.446 8.719 -0.452
C -5.844 -5.594 -2.267
H 4.211 1.003 -4.118
C 0.304 5.481 0.748
C 8.328 3.089 1.364
H 1.578 -11.228 -0.316
C 3.700 -2.172 -1.720
O 4.042 1.822 -3.628
H -4.786 -3.786 -2.814
H -4.836 2.742 3.118
H -1.776 0.088 0.942
H -7.256 3.126 -2.589
H -4.967 2.560 4.877
H 5.306 1.388 2.186
H -0.814 0.704 3.254
N 1.548 2.586 -3.260
H 4.842 -4.292 -2.125
C -6.390 5.560 -2.403
H -7.113 -0.068 1.059
H -4.258 1.270 3.886
H 8.664 1.762 -0.027
```

Charge: +1
LUMO level (Eh): -0.0735

***

DFT (ωB97M-V with the def2-TZVPD basis set) results for a cluster of 2 separate species, C2H5ClS in total at a distorted geometry.

```
9
Properties=species:S:1:pos:R:3
S -0.900 1.616 0.015
H 0.421 -0.114 -0.714
Cl 4.327 1.577 -0.643
H 3.409 1.351 0.205
C -0.561 0.083 -0.191
C -1.524 -0.895 0.250
H -2.247 -0.397 0.824
H -1.003 -1.680 0.859
H -1.923 -1.540 -0.606
```

Energy above the lowest of the compared OMol25 structures with the same formula, charge and spin (kJ/mol): 49.3
Structure (SMILES): CC=S.Cl
LUMO level (Eh): -0.0031

***

DFT (ωB97M-V with the def2-TZVPD basis set) results for a cluster of 2 separate species, C6H10N2O in total at a distorted geometry.

```
19
Properties=species:S:1:pos:R:3
H 0.304 1.844 -0.658
H 0.482 -1.876 -0.818
O 5.121 -0.974 -0.626
N 4.029 0.640 0.517
H 1.367 -0.406 -1.362
H 4.808 0.894 -1.315
C 4.692 0.139 -0.514
H -1.625 -0.688 1.634
N 3.112 0.869 1.212
C 0.897 -0.399 0.703
C -0.370 0.007 0.104
H -2.511 -0.234 0.205
C -1.667 -0.734 0.467
H -1.653 -1.718 0.124
C 0.712 -0.769 -0.654
C -0.660 1.444 -0.296
H -0.846 2.254 0.396
H 1.191 -0.574 1.676
H -1.433 1.592 -1.083
```

Energy above the lowest of the compared OMol25 structures with the same formula, charge and spin (kJ/mol): 657.8
LUMO level (spin up / spin down) (Eh): 0.0002 / -0.0193

***

DFT (ωB97M-V with the def2-TZVPD basis set) results for a cluster of 2 separate species, C2H3N3O in total at a distorted geometry.

```
9
Properties=species:S:1:pos:R:3
H 0.559 -1.569 0.341
N -2.306 0.368 2.374
N 0.846 -0.812 -0.339
H -1.871 1.823 -0.593
C -1.893 1.090 0.302
C -0.959 0.119 0.654
O -2.705 1.274 1.356
H 1.583 -0.256 -0.027
N -1.285 -0.317 1.897
```

Energy above the lowest of the compared OMol25 structures with the same formula, charge and spin (kJ/mol): 311.5
Spin multiplicity: 3
LUMO level (spin up / spin down) (Eh): 0.0178 / -0.1058

***

DFT (ωB97M-V with the def2-TZVPD basis set) results for an isolated molecule of C2H3N3O at a distorted geometry.

```
9
Properties=species:S:1:pos:R:3
C -0.314 0.889 0.528
N 0.769 -0.081 -1.172
C -0.340 -0.754 -0.770
H -0.865 -2.289 0.344
H 1.503 1.617 -0.298
O -0.047 -1.804 0.227
N -1.095 -0.069 0.175
N 0.766 0.934 -0.308
H -0.414 1.518 1.399
```

Energy above the lowest of the compared OMol25 structures with the same formula, charge and spin (kJ/mol): 416.3
Structure (SMILES): Oc1nc[nH]n1
LUMO level (spin up / spin down) (Eh): -0.0159 / -0.0157

***

DFT (ωB97M-V with the def2-TZVPD basis set) results for a cluster of 8 separate species, C12H44BNO12 in total at a distorted geometry.

```
70
Properties=species:S:1:pos:R:3
H 1.005 4.010 -3.026
H 4.511 -1.240 -2.329
N -1.724 -3.420 -0.336
H -0.848 -1.325 0.533
H -0.039 1.820 -4.303
H -1.418 -2.466 -0.464
C 1.140 1.099 2.029
H 1.823 -1.871 2.201
H -4.085 1.757 1.585
H 3.169 -0.664 0.145
H 2.820 3.061 -0.561
C 0.518 4.422 -2.142
O 4.553 -1.116 -1.378
H 3.357 1.137 -2.409
H 1.733 1.536 1.225
O -4.557 0.051 3.498
H 1.341 -4.444 4.042
C 0.627 -4.145 3.275
H 4.940 1.129 -0.391
H -1.846 -0.301 -0.345
O 2.371 -2.633 2.402
C -4.269 0.748 1.216
H 2.552 -1.197 -1.413
H 0.801 2.876 -0.654
H -0.859 3.091 -2.356
H -0.026 2.771 2.614
C -0.020 0.991 -3.596
H 0.401 -0.424 1.189
O 2.487 3.891 -0.911
C -3.840 -0.256 2.336
H 0.540 5.510 -2.097
H 0.957 1.006 -3.112
H -2.775 -0.194 2.557
H 1.837 1.317 2.838
O -5.641 0.588 0.906
C -0.228 1.780 2.208
O -0.846 4.032 -2.168
H 0.114 -1.399 -2.683
H -1.140 -0.511 -4.521
H -3.990 -1.281 1.995
C -0.086 -0.319 -4.325
H 0.281 -2.303 3.865
H -0.039 -4.973 3.033
H 0.784 4.443 0.070
O -0.976 1.140 -2.590
O -0.231 -3.083 3.639
B -0.848 -0.710 -0.353
C 1.074 3.915 -0.838
H -0.979 -4.102 -0.352
H -2.393 -3.602 -1.070
C 3.296 -0.561 -0.932
O 1.026 -0.334 1.912
H -0.065 0.031 -0.292
H -0.921 0.352 -2.044
H 2.198 -4.600 1.812
H -3.661 0.585 0.325
O 0.469 -1.348 -3.574
C 1.563 -3.760 2.095
H -0.932 1.057 0.498
C 3.190 0.900 -1.358
O 4.124 1.612 -0.544
O -0.965 1.880 0.990
H 0.355 -0.219 -5.317
H -0.863 1.270 2.933
H -4.966 -0.753 3.826
H 2.154 1.195 -1.193
H -6.043 0.975 1.688
H -0.733 -1.311 -1.242
H 0.962 -3.582 1.203
H -2.222 -3.530 0.536
```

Charge: +1
Spin multiplicity: 2
LUMO level (spin up / spin down) (Eh): -0.1061 / -0.3220